(i)
{"formula": "C22H20N7O5Ti", "method": "the ωB97M-V functional and the def2-TZVPD basis", "species": ["Ti", "O", "C", "O", "C", "C", "C", "C", "C", "N", "C", "O", "O", "H", "H", "H", "H", "C", "C", "C", "C", "C", "C", "N", "N", "C", "C", "C", "C", "C", "N", "H", "H", "H", "H", "H", "H", "H", "H", "H", "C", "N", "C", "C", "O", "N", "C", "N", "H", "H", "H", "H", "H", "H", "H"], "coordinates": [[-0.005, 0.876, 0.192], [1.631, -0.614, 4.080], [1.215, 0.075, 3.050], [0.063, 0.100, 2.629], [2.233, 0.919, 2.374], [3.517, 1.227, 2.810], [4.223, 2.212, 2.123], [3.616, 2.892, 1.073], [2.342, 2.487, 0.684], [1.697, 1.503, 1.296], [1.426, 3.170, -0.341], [1.760, 4.113, -0.996], [0.258, 2.585, -0.329], [0.932, -1.096, 4.560], [3.938, 0.738, 3.675], [5.222, 2.476, 2.438], [4.093, 3.720, 0.570], [2.471, 1.019, -4.691], [2.875, 0.904, -3.363], [1.943, 0.684, -2.368], [0.575, 0.583, -2.698], [0.184, 0.665, -4.047], [1.129, 0.891, -5.025], [-0.341, 0.492, -1.675], [-1.607, 0.401, -1.976], [-2.460, 0.725, -0.996], [-3.849, 0.717, -1.241], [-4.697, 1.196, -0.275], [-4.157, 1.689, 0.923], [-2.792, 1.640, 1.122], [-1.952, 1.144, 0.206], [3.201, 1.203, -5.464], [3.925, 0.985, -3.121], [2.251, 0.569, -1.325], [-0.861, 0.574, -4.295], [0.815, 0.980, -6.052], [-4.198, 0.374, -2.201], [-5.764, 1.215, -0.438], [-4.809, 2.101, 1.676], [-2.343, 1.997, 2.048], [-1.423, -5.068, 1.239], [-1.090, -3.692, 0.960], [0.220, -3.268, 0.518], [0.025, -1.765, 0.491], [0.869, -0.894, 0.182], [-1.218, -1.458, 0.844], [-1.851, -2.615, 1.168], [-3.082, -2.627, 1.648], [-0.846, -5.718, 0.583], [-2.482, -5.246, 1.057], [-1.182, -5.326, 2.274], [0.476, -3.632, -0.483], [0.999, -3.601, 1.209], [-3.549, -1.748, 1.797], [-3.564, -3.473, 1.902]], "multiplicity": 2, "homo_ha": [-0.494, -0.518], "total_charge": 2, "s_squared": 0.7652, "orbital_gap_ev": [6.1047, 6.5839]}

=====

(ii)
{"formula": "C22H20N7O5Ti", "method": "the ωB97M-V functional and the def2-TZVPD basis", "species": ["Ti", "O", "C", "O", "C", "C", "C", "C", "C", "N", "C", "O", "O", "H", "H", "H", "H", "C", "C", "C", "C", "C", "C", "N", "N", "C", "C", "C", "C", "C", "N", "H", "H", "H", "H", "H", "H", "H", "H", "H", "C", "N", "C", "C", "O", "N", "C", "N", "H", "H", "H", "H", "H", "H", "H"], "coordinates": [[0.201, 0.579, -0.427], [2.559, 0.970, -3.847], [2.029, 0.884, -2.668], [0.824, 0.988, -2.434], [2.955, 0.643, -1.527], [4.329, 0.507, -1.510], [4.934, 0.264, -0.275], [4.171, 0.150, 0.884], [2.799, 0.310, 0.772], [2.242, 0.556, -0.406], [1.698, 0.226, 1.832], [1.828, -0.382, 2.860], [0.607, 0.810, 1.399], [1.898, 1.079, -4.550], [4.903, 0.596, -2.422], [6.009, 0.159, -0.215], [4.620, -0.044, 1.849], [-4.896, -1.578, -0.533], [-3.874, -1.724, -1.463], [-2.802, -0.849, -1.465], [-2.758, 0.186, -0.533], [-3.784, 0.339, 0.399], [-4.844, -0.549, 0.399], [-1.665, 1.091, -0.558], [-2.000, 2.321, -0.357], [-0.952, 3.188, -0.324], [-1.186, 4.559, -0.205], [-0.106, 5.409, -0.125], [1.179, 4.870, -0.162], [1.334, 3.507, -0.293], [0.297, 2.664, -0.387], [-5.735, -2.260, -0.540], [-3.930, -2.512, -2.202], [-2.021, -0.932, -2.213], [-3.727, 1.146, 1.117], [-5.641, -0.431, 1.120], [-2.206, 4.914, -0.175], [-0.246, 6.477, -0.027], [2.051, 5.502, -0.084], [2.324, 3.073, -0.317], [-0.189, -4.666, 2.153], [-0.223, -3.487, 1.301], [0.296, -3.461, -0.056], [0.146, -1.993, -0.365], [0.523, -1.331, -1.357], [-0.468, -1.369, 0.629], [-0.603, -2.261, 1.649], [-1.077, -1.901, 2.823], [-0.129, -5.550, 1.524], [-1.105, -4.738, 2.739], [0.673, -4.646, 2.822], [-0.322, -4.048, -0.744], [1.323, -3.824, -0.115], [-1.216, -0.917, 2.986], [-1.047, -2.512, 3.621]], "multiplicity": 2, "homo_ha": [-0.498, -0.525], "total_charge": 2, "s_squared": 0.7793, "orbital_gap_ev": [6.6405, 7.1119]}

=====

It is (ii) that is most stable; the runner-up trails by 90.8 kJ/mol.

=====

(i)
{"formula": "C4H6ClN", "method": "the ωB97M-V functional and the def2-TZVPD basis", "species": ["C", "C", "C", "C", "N", "Cl", "H", "H", "H", "H", "H", "H"], "coordinates": [[0.273, 0.815, 0.175], [1.233, 1.761, 0.280], [0.489, -0.700, 0.117], [-1.666, -1.570, -0.411], [-0.546, -1.724, 0.114], [0.649, 3.356, 0.414], [-0.697, 1.117, 0.049], [0.957, -0.919, -0.745], [1.325, -0.787, 0.966], [-2.410, -2.331, -0.221], [-1.954, -0.680, -1.073], [2.348, 1.662, 0.335]], "multiplicity": 1, "smiles": "C=NC/C=C/Cl", "homo_ha": -0.333, "total_charge": 0, "orbital_gap_ev": 10.0732}

=====

(ii)
{"formula": "C4H6ClN", "method": "the ωB97M-V functional and the def2-TZVPD basis", "species": ["C", "C", "C", "C", "N", "Cl", "H", "H", "H", "H", "H", "H"], "coordinates": [[0.084, 1.845, 0.126], [-0.698, 0.812, 0.360], [1.118, 0.796, 0.124], [-0.170, -1.526, -0.203], [0.157, -0.240, 0.398], [-3.253, -0.660, 0.143], [0.178, 2.960, 0.331], [1.419, 0.578, -0.974], [1.873, 0.815, 0.907], [0.692, -2.216, -0.160], [-1.097, -1.892, 0.206], [-0.305, -1.271, -1.257]], "multiplicity": 1, "homo_ha": [-0.350, -0.338], "total_charge": 0, "orbital_gap_ev": [7.8053, 6.5102]}

=====

It is (i) that is most stable; the runner-up trails by 343.4 kJ/mol.

=====

(i)
{"formula": "C4H12NO", "method": "the ωB97M-V functional and the def2-TZVPD basis", "species": ["C", "C", "C", "C", "O", "N", "H", "H", "H", "H", "H", "H", "H", "H", "H", "H", "H", "H"], "coordinates": [[0.616, -0.860, -1.881], [0.274, 0.019, -0.677], [-1.015, -0.388, 0.060], [-1.373, 0.377, 1.370], [-0.478, 1.470, 1.583], [1.433, 0.130, 0.221], [1.447, -0.319, -2.421], [0.778, -1.907, -1.599], [-0.182, -0.803, -2.610], [0.229, 1.047, -1.077], [-0.858, -1.428, 0.378], [-1.829, -0.298, -0.647], [-1.265, -0.382, 2.153], [-2.399, 0.752, 1.343], [-0.701, 1.825, 2.453], [1.233, 0.707, 1.041], [2.191, 0.815, -0.162], [1.898, -0.757, 0.473]], "multiplicity": 2, "homo_ha": [-0.119, -0.405], "total_charge": 0, "s_squared": 0.7506, "orbital_gap_ev": [4.0638, 11.6216]}

=====

(ii)
{"formula": "C4H12NO", "method": "the ωB97M-V functional and the def2-TZVPD basis", "species": ["C", "C", "C", "C", "O", "N", "H", "H", "H", "H", "H", "H", "H", "H", "H", "H", "H", "H"], "coordinates": [[-0.450, 0.796, 0.927], [0.785, 0.136, 0.349], [0.565, -0.214, -1.118], [-0.643, -1.178, -1.112], [-0.212, -2.581, -0.830], [-0.276, 2.353, 1.126], [-0.788, 0.318, 1.850], [1.689, 2.934, 2.435], [1.140, -0.693, 0.854], [1.610, 0.881, 0.396], [0.323, 0.638, -1.709], [1.418, -0.712, -1.553], [-1.250, -1.241, -2.043], [-1.210, -0.580, -0.351], [-0.941, -3.089, -0.822], [-0.739, 2.681, 1.989], [-1.009, 2.494, 0.420], [1.844, 3.303, 3.016]], "multiplicity": 2, "homo_ha": [-0.309, -0.378], "total_charge": 0, "s_squared": 0.7534, "orbital_gap_ev": [9.4450, 10.2382]}

=====

It is (i) that is most stable; the runner-up trails by 85.8 kJ/mol.